Entry 1:
46
Properties=species:S:1:pos:R:3:forces:R:3:lowdin_charge:R:1 method="wB97M-V/def2-TZVPD" orbital_gap_ev=11.07 e_above_lowest_kcal_mol=31.03 charge=+1
C 0.6327 -1.0282 -2.8595 2.44 0.30 -0.20 -0.17
O 2.0701 -1.0746 -2.6735 -0.30 0.38 0.75 -0.09
C -0.0628 -1.2190 -1.5286 -0.72 -1.29 -0.48 -0.27
C -1.5541 -1.5069 -1.7101 -0.87 1.77 1.36 -0.13
C -2.3296 -1.8354 -0.3965 0.60 -1.46 -0.26 -0.16
C -1.7752 -1.3329 0.9309 0.64 -0.17 -0.36 -0.21
O -0.8978 -2.3828 1.4091 -0.26 0.03 -0.14 -0.09
N 0.5697 -2.4414 -0.8807 0.69 0.20 0.17 0.22
H 0.5303 -1.8663 -3.5446 -0.82 -0.09 0.00 0.13
H 0.4231 -0.0962 -3.3936 -0.65 -0.13 0.35 0.14
H 2.3662 -0.3358 -2.0911 -0.26 -0.26 -0.91 0.04
H 0.1015 -0.3824 -0.8420 0.16 -0.09 -0.20 0.14
H -1.7875 -2.3341 -2.3968 0.29 0.71 -0.25 0.13
H -2.0053 -0.5320 -1.9625 0.30 -0.48 -0.99 0.13
H -3.3880 -1.5958 -0.4815 0.09 0.03 -0.27 0.11
H -2.2247 -2.9363 -0.4071 -0.66 0.30 0.83 0.12
H -2.5519 -1.0826 1.6537 0.00 -0.30 -0.01 0.12
H -1.1505 -0.4502 0.7954 -0.18 0.31 0.08 0.10
H -0.8451 -2.3972 2.3614 0.11 0.18 0.43 0.10
H 0.2723 -2.5044 0.1141 -0.03 -0.07 -0.12 0.12
H 1.6033 -2.3605 -0.9136 -0.16 0.32 0.09 0.12
H 0.3442 -3.3197 -1.3444 -0.31 0.13 -0.17 0.17
H 3.4969 2.0081 -1.0589 0.11 -0.32 -0.44 0.08
H 2.5044 1.0582 -0.4250 -0.29 0.57 -0.53 0.00
O 2.8781 1.3064 -1.3163 0.41 -0.12 1.13 -0.09
H 0.0240 2.6840 -2.2047 0.37 0.63 -0.78 0.06
H 1.1723 2.7959 -1.1006 0.83 0.33 -0.60 0.03
O 0.3347 2.4336 -1.3479 -1.51 -0.94 1.11 -0.02
H 1.0503 1.8993 1.3206 -0.17 -0.14 0.33 0.03
H 1.8149 0.6295 1.7565 -0.40 0.34 0.14 0.03
O 1.5471 1.1478 0.9768 0.39 -0.47 -0.35 -0.06
H -0.9016 2.7357 2.3250 0.25 0.11 -0.05 0.02
H 0.1839 3.1486 3.3466 -0.39 -0.44 -0.18 0.08
O -0.2795 2.3690 2.9871 0.07 0.83 0.15 -0.08
H -4.0608 2.0589 -0.1416 -0.40 -0.11 0.28 0.07
H -4.0908 1.0961 1.1394 -0.06 0.56 -0.61 0.08
O -3.5378 1.5254 0.4643 0.24 -0.64 0.33 -0.04
H -0.8746 3.0979 -0.0747 0.25 -0.42 -0.45 -0.01
H -2.1182 2.5512 0.7255 0.20 0.28 -0.48 0.00
O -1.4737 3.2823 0.6505 -0.51 0.16 1.00 -0.07
H 3.7885 -2.0298 0.5463 -0.20 -0.08 -0.03 0.08
H 3.4858 -0.7587 -0.2189 -0.08 -0.08 -0.17 0.04
O 3.0690 -1.5771 0.0858 0.45 0.09 0.30 -0.03
H 1.8394 0.3144 4.3449 -0.04 -0.17 -0.35 0.07
H 0.5083 0.8633 3.8386 0.24 -0.02 -0.61 0.03
O 1.2988 0.3745 3.5421 0.16 -0.30 1.14 -0.07



Entry 2:
46
Properties=species:S:1:pos:R:3:forces:R:3:lowdin_charge:R:1 method="wB97M-V/def2-TZVPD" orbital_gap_ev=10.65 e_above_lowest_kcal_mol=4.61 charge=+1
C -1.6878 -1.4281 -0.8046 -0.35 0.44 -0.08 -0.18
O -3.0701 -1.2180 -1.0170 0.04 0.09 -0.09 -0.07
C -1.0747 -0.4095 0.1633 0.05 -0.62 -0.09 -0.27
C 0.2227 -0.8986 0.8079 0.12 0.44 0.08 -0.14
C 0.4926 -0.1960 2.1145 0.18 -0.20 -0.33 -0.17
C 1.5788 0.5159 2.3741 0.27 0.23 0.02 0.01
N -0.8072 0.8520 -0.5699 -0.14 0.45 -0.34 0.20
H -1.4975 -2.4248 -0.4419 0.04 -0.44 0.27 0.12
H -1.2246 -1.3477 -1.7814 0.28 0.03 -0.23 0.13
H -3.5784 -1.6265 -0.2915 0.04 0.08 0.03 0.04
H -1.8215 -0.2030 0.9283 -0.06 0.13 0.09 0.14
H 1.0419 -0.7481 0.1013 0.15 0.00 0.06 0.12
H 0.1743 -1.9649 1.0053 -0.20 -0.23 -0.02 0.12
H -0.2693 -0.3529 2.8700 -0.01 0.08 0.16 0.11
H 2.3576 0.6918 1.6368 -0.18 -0.12 -0.09 0.05
H 1.7634 0.9715 3.3384 -0.15 -0.05 0.15 0.06
H -1.7181 1.2690 -0.9188 0.08 -0.09 0.25 0.11
H -0.3439 1.5488 0.0195 -0.06 -0.03 0.14 0.12
H -0.1897 0.6879 -1.3943 0.06 -0.12 0.02 0.10
H -5.0126 -1.4743 1.5725 0.05 -0.01 -0.01 0.07
H -5.0198 -2.9202 1.0589 0.16 0.18 0.04 0.08
O -4.4536 -2.1403 1.1552 -0.25 -0.24 0.06 -0.03
H -0.4318 3.9118 1.6041 -0.03 0.21 -0.08 0.08
H -0.0408 2.6831 2.4234 0.09 -0.19 0.05 0.05
O -0.6388 2.9826 1.7315 -0.01 -0.05 -0.12 -0.03
H -3.5133 1.9158 -0.1156 -0.19 -0.25 0.04 0.01
H -3.6498 0.7238 -1.1431 0.11 0.48 0.18 0.05
O -3.3530 1.6535 -1.0408 0.02 -0.30 -0.37 -0.06
H -2.3689 2.4118 1.7378 -0.76 -0.06 0.23 0.02
H -3.8855 2.6353 2.1336 0.36 -0.14 -0.09 0.07
O -3.2782 2.0263 1.6876 0.34 0.28 0.03 -0.07
H 1.5402 -0.0514 -2.9898 -0.16 0.02 0.01 0.01
H 1.5488 1.2914 -2.2418 0.39 0.25 0.26 0.01
O 0.9677 0.6835 -2.7151 -0.42 -0.27 -0.23 -0.06
H 3.9528 -2.0643 1.8322 -0.08 0.18 0.32 0.06
H 4.6911 -3.0752 0.9796 0.07 -0.14 -0.05 0.07
O 3.9347 -2.4814 0.9707 0.04 -0.08 -0.24 -0.03
H 3.1109 0.9702 -0.8102 0.05 -0.07 0.09 0.00
H 3.1447 2.5114 -0.8977 0.07 0.15 0.03 0.06
O 2.5447 1.7744 -0.7626 -0.06 0.04 -0.02 -0.08
H 3.6249 -0.9061 -1.8689 -0.12 -0.35 -0.24 0.00
H 4.0270 -1.2539 -0.3953 -0.13 0.45 -0.36 0.02
O 3.9495 -0.5223 -1.0514 0.24 -0.05 0.79 -0.07
H 2.3395 -2.3336 -3.4805 0.17 0.21 -0.11 0.09
H 3.2161 -1.2248 -4.1558 -0.27 -0.28 0.24 0.10
O 2.7050 -1.4457 -3.3583 0.14 -0.06 -0.44 -0.04



Entry 3:
48
Properties=species:S:1:pos:R:3:forces:R:3:lowdin_spin:R:1 method="wB97M-V/def2-TZVPD" orbital_gap_ev="11.31 / 6.70" e_above_lowest_kcal_mol=0.00 spin_multiplicity=2
O 0.8206 1.0105 -1.8494 -0.65 -0.10 0.17 0.01
C -0.1961 0.9501 -1.1243 1.41 0.86 0.27 0.01
N -0.2614 0.0357 -0.1487 -0.88 -0.66 0.38 0.04
C 0.8476 -0.8294 0.2921 -1.44 0.68 -0.37 0.14
O 0.5785 -1.4682 1.4162 0.66 0.67 -0.97 0.52
C -1.1718 2.0811 -1.1093 -1.26 2.13 -0.39 0.00
C -2.6919 1.8909 -1.4107 1.55 -1.16 -0.18 0.00
C -2.7343 1.1999 -2.7968 -0.11 -0.42 0.63 0.00
H -1.1477 0.0061 0.3607 0.11 -0.39 0.07 0.00
H 1.1341 -1.5666 -0.5213 0.10 0.25 0.02 0.07
H 1.7041 -0.1158 0.3355 0.65 -0.67 0.18 0.07
H -1.0614 2.6420 -0.1611 0.18 -0.44 -0.21 0.00
H -0.8670 2.7783 -1.8962 0.54 -0.21 0.16 0.00
H -3.1990 2.8478 -1.5216 0.21 0.09 0.48 0.00
H -3.0709 1.3481 -0.5382 -0.63 -0.22 -0.60 0.00
H -1.8709 0.5516 -2.9672 0.02 -0.13 0.23 0.00
H -3.6053 0.5581 -2.9045 -0.23 0.27 -0.33 0.00
H -2.6448 1.9470 -3.5832 -0.40 0.01 -0.07 0.00
H 3.1964 -0.2631 -2.0791 -0.14 -0.53 -0.13 0.00
H 3.0653 -1.8131 -2.1107 -0.31 0.27 -0.27 0.00
O 3.6948 -1.0899 -2.0343 0.54 0.28 0.33 0.00
H 0.9574 0.7740 3.0631 0.49 0.45 0.46 0.00
H 0.8460 2.3114 2.8848 -0.27 -0.29 -0.05 0.00
O 0.7049 1.5887 3.5192 -0.56 0.21 -0.23 0.00
H 3.7246 1.6718 -0.6551 -0.10 -0.05 -0.04 0.00
H 2.1557 1.5349 -0.7316 0.57 0.00 -0.37 0.00
O 2.9359 1.4596 -0.1427 -0.28 -0.07 -0.07 0.02
H 0.0099 -3.0022 1.2028 -0.03 -0.60 -0.02 0.00
H -1.3475 -3.6317 0.9747 -0.17 -0.14 0.10 0.00
O -0.4118 -3.7962 0.8233 -0.10 0.14 -0.18 0.03
H -3.6517 -1.2009 1.3672 0.16 0.19 -0.08 0.00
H -2.3240 -0.6917 2.1173 -0.84 -0.04 -0.97 0.00
O -2.8607 -0.6635 1.2384 0.19 -0.23 0.39 0.00
H 3.0422 -1.0925 3.2673 -0.20 -0.05 -0.33 0.00
H 1.5681 -0.9774 2.6742 1.17 -0.64 0.61 0.00
O 2.1362 -0.8321 3.4599 -0.40 0.27 0.04 0.02
H -1.7570 -2.5673 -1.6481 -0.26 0.07 0.33 0.00
H -0.8058 -3.7323 -1.2979 -0.17 0.24 0.02 0.00
O -1.2699 -3.2956 -2.0339 0.34 -0.16 -0.21 0.00
H 0.1041 -2.0456 -2.6450 0.70 -0.15 -0.06 0.00
H 0.7983 -0.6836 -2.3798 0.42 -0.24 -0.54 0.00
O 0.9892 -1.6115 -2.6271 -0.98 -0.08 0.37 0.04
H -1.1817 0.4110 3.2279 0.19 0.03 0.44 0.00
H -0.4855 -0.7694 2.5140 -0.90 -0.06 0.78 0.00
O -1.2428 -0.5504 3.1177 0.81 0.21 -0.14 0.01
H 2.3974 2.8666 2.4611 0.35 0.28 -0.02 0.00
H 2.3984 2.5972 0.9643 0.01 0.43 0.31 0.00
O 2.0511 3.2276 1.6360 -0.06 -0.28 0.07 0.00



Entry 4:
46
Properties=species:S:1:pos:R:3:forces:R:3:lowdin_charge:R:1 method="wB97M-V/def2-TZVPD" orbital_gap_ev=9.42 e_above_lowest_kcal_mol=7.78 charge=+1
N -1.8550 0.0852 0.3138 -0.81 1.00 0.64 0.15
C -2.0563 1.4821 0.8126 0.36 0.28 0.39 -0.20
C -0.8248 2.3508 0.6990 0.75 1.10 -1.28 -0.50
S 0.6981 1.6803 1.4364 0.16 -0.29 1.64 0.51
S 2.1930 0.8474 0.3152 -1.26 -0.25 -0.42 0.52
C 1.5571 -0.8366 -0.0945 -0.46 0.04 -0.62 -0.55
C 2.2901 -1.9851 0.5624 0.76 -0.39 0.34 -0.33
C 1.6468 -3.3216 0.2632 0.75 -0.96 -1.46 -0.11
H -2.2984 -0.4756 1.0859 0.74 -0.58 -1.76 0.12
H -2.2400 -0.1585 -0.6063 -0.53 -0.03 -0.03 0.10
H -0.8672 -0.1493 0.2005 -0.05 0.08 0.68 0.08
H -3.0085 1.9186 0.4571 0.73 -0.21 -0.26 0.15
H -2.1649 1.3791 1.8846 -0.36 -0.20 0.30 0.11
H -0.5779 2.7256 -0.2917 -0.31 -0.20 -0.10 0.04
H -0.9383 3.2705 1.2949 -0.24 -0.37 -0.12 0.09
H 1.5320 -0.8168 -1.2055 0.44 -0.61 0.59 0.09
H 0.5111 -1.0523 0.1649 0.18 0.75 0.24 0.04
H 2.3503 -1.9170 1.6524 -0.16 0.77 -0.04 0.09
H 3.3333 -2.0179 0.2206 -0.16 0.00 0.05 0.12
H 2.1748 -4.1467 0.7375 -0.18 0.11 0.75 0.08
H 0.5629 -3.4322 0.4007 0.32 0.31 0.10 0.07
H 1.9193 -3.5751 -0.7695 -0.72 0.16 -0.24 0.08
H -3.9184 -1.1538 -1.8003 0.13 -0.12 -0.27 0.06
H -3.1911 -2.5127 -1.7422 0.01 0.31 0.07 0.07
O -3.0638 -1.5619 -1.6125 -0.25 -0.34 0.13 -0.06
H -1.6212 0.8659 -3.6044 -0.05 -0.44 0.02 0.04
H -2.4069 1.7452 -2.7658 -0.19 -0.11 0.03 0.02
O -2.3548 0.7998 -2.9781 0.17 0.64 0.15 -0.07
H 4.3073 -1.4664 3.8762 0.42 -0.17 -0.21 0.03
H 3.2953 -2.6049 4.1910 0.36 -0.21 -0.07 0.03
O 3.4743 -1.6699 4.2914 -0.81 0.33 0.27 -0.05
H -0.2132 3.6306 -3.4747 -0.47 -0.31 0.00 0.06
H -0.2089 3.1830 -2.0669 0.00 0.05 -0.11 -0.02
O -0.7299 3.0676 -2.8737 0.29 0.11 -0.46 -0.07
H -0.1364 -2.2925 4.0219 -0.27 0.05 0.27 0.07
H -1.4160 -1.6908 4.6732 0.29 -0.34 -0.06 0.08
O -1.1005 -2.3888 4.0758 0.15 0.47 -0.04 -0.04
H 1.8358 1.5102 -4.4210 0.41 -0.05 0.87 0.02
H 3.3213 1.7391 -3.7355 -0.73 -0.24 0.47 0.03
O 2.7691 1.7194 -4.5164 0.29 0.31 -1.29 -0.05
H 0.6104 5.3219 -1.8201 -0.37 -0.28 0.26 0.08
H 1.8014 4.5829 -1.3492 0.20 -0.38 0.29 0.07
O 0.8415 4.5001 -1.3548 0.52 0.96 -0.16 -0.05
H -1.6657 -1.9919 2.4419 -0.19 -0.45 -0.24 0.02
H -2.1290 -3.0704 1.4755 -0.24 -0.14 -0.09 0.07
O -2.0381 -2.1169 1.5344 0.40 -0.13 0.79 -0.07



Entry 5:
48
Properties=species:S:1:pos:R:3:forces:R:3:lowdin_charge:R:1 method="wB97M-V/def2-TZVPD" orbital_gap_ev=8.71 e_above_lowest_kcal_mol=14.90 charge=-1
N -1.7612 -1.3571 -0.1912 0.09 -0.62 -0.09 0.03
C -0.5446 -1.2319 0.6517 -0.53 -0.11 -1.12 -0.23
C 0.7243 -1.1674 -0.1787 -0.03 0.99 -0.56 -0.22
N 1.8624 -0.5140 0.5047 -0.72 -0.91 -0.13 -0.01
C 3.2887 1.3056 -0.3990 -0.13 -0.13 -1.29 -0.05
C 1.9382 0.9342 0.2212 1.22 -0.41 1.28 -0.36
C 1.7730 1.6840 1.5467 -1.16 1.00 -1.07 -0.26
O 0.4205 1.7355 1.9342 -0.12 -0.74 0.49 -0.14
H -1.5893 -1.9030 -1.0300 0.07 -0.27 0.32 0.04
H -1.9860 -0.4382 -0.5455 -0.04 0.29 0.13 0.04
H -0.4647 -2.0641 1.3435 -0.10 0.03 0.23 0.09
H -0.7515 -0.3085 1.1529 0.51 0.38 0.79 0.08
H 0.5563 -0.5481 -1.0508 -0.65 0.12 -0.18 0.06
H 0.8884 -2.1316 -0.6760 0.61 -0.24 0.71 0.11
H 2.7116 -0.9955 0.2560 0.20 0.21 -0.05 0.09
H 3.1353 1.9044 -1.3003 -0.02 0.54 0.30 0.08
H 3.9622 1.8121 0.2796 0.08 0.18 0.19 0.07
H 3.8282 0.4671 -0.8465 -0.07 -0.38 0.43 0.07
H 1.1086 1.2709 -0.3960 -0.03 -0.24 -0.33 0.12
H 2.0743 2.7346 1.3892 0.48 -0.18 0.09 0.11
H 2.3852 1.2134 2.3159 0.01 0.06 0.11 0.11
H -0.2937 1.7753 1.1942 0.49 0.54 0.83 0.02
H -2.0178 2.9789 0.7037 0.22 0.29 0.30 -0.01
O -1.7572 2.0570 0.6852 -0.02 -0.60 -0.81 -0.35
H -2.3206 -3.2352 1.3839 -0.13 0.06 -0.01 0.01
H -1.7848 -2.8956 2.7453 -0.06 0.03 0.18 0.02
O -2.2004 -3.6172 2.2637 0.02 -0.03 -0.14 -0.08
H -3.2519 0.7995 2.5761 -0.23 -0.03 0.06 0.02
H -1.8719 1.1774 2.8690 0.05 0.14 0.18 -0.01
O -2.6642 0.8673 3.3374 0.23 -0.03 -0.35 -0.08
H -1.1964 1.9254 -0.8110 -0.28 0.39 -0.51 0.00
H -1.6930 2.7896 -1.9923 0.02 -0.05 -0.17 0.04
O -1.0809 2.0660 -1.8331 0.23 -0.14 0.69 -0.14
H 2.3545 -0.9935 -3.0392 -0.34 0.04 0.22 0.00
H 2.6248 -2.4801 -2.6670 -0.12 0.14 0.22 0.03
O 2.6300 -1.8474 -3.3878 0.21 -0.16 -0.48 -0.06
H 0.1062 1.0476 -2.7167 -0.68 -0.03 -0.35 0.00
H 0.0865 0.0491 -3.9736 -0.21 0.52 -0.09 0.04
O 0.3927 0.1866 -3.0778 0.85 -0.56 0.12 -0.08
H -3.3087 1.7843 -0.2311 -0.11 -0.44 0.28 -0.03
H -3.9676 0.5255 -0.8054 -0.01 -0.12 0.03 0.00
O -4.1664 1.4343 -0.5728 0.00 0.35 -0.13 -0.10
H 1.4616 -0.5922 3.3151 0.11 -0.24 0.03 0.00
H 0.5853 0.2482 4.1479 -0.04 -0.05 0.21 0.03
O 1.2119 -0.4836 4.2448 -0.12 0.29 -0.46 -0.08
H 0.0683 -2.6720 -3.6016 0.87 -0.48 -0.48 0.01
H -0.9377 -2.2236 -2.7285 -0.39 -0.27 0.40 0.01
O -0.5688 -3.0739 -3.0100 -0.24 0.84 -0.03 -0.06